Entry 1:
{"formula": "C28H34FeN6O3S", "method": "the ωB97M-V functional and the def2-TZVPD basis", "species": ["Fe", "O", "C", "O", "C", "C", "C", "C", "C", "N", "H", "H", "H", "H", "C", "C", "C", "C", "C", "C", "C", "N", "C", "C", "C", "C", "C", "C", "C", "N", "C", "C", "C", "C", "H", "H", "H", "H", "H", "H", "H", "H", "H", "H", "H", "H", "H", "H", "H", "H", "H", "H", "H", "H", "H", "H", "H", "H", "N", "C", "N", "C", "N", "C", "S", "C", "O", "H", "H", "H", "H", "H", "H"], "xyz": [[-1.09, 1.98, 0.40], [-4.38, 4.46, 0.60], [-3.64, 3.51, 0.55], [-2.35, 3.50, 0.68], [-4.21, 2.11, 0.32], [-5.58, 1.91, 0.25], [-6.03, 0.61, 0.06], [-5.11, -0.42, -0.05], [-3.76, -0.11, 0.02], [-3.32, 1.13, 0.21], [-6.23, 2.76, 0.34], [-7.09, 0.41, -0.01], [-5.43, -1.44, -0.20], [-3.00, -0.88, -0.06], [1.56, -3.42, 4.51], [0.81, -2.16, 4.95], [-0.46, -2.59, 5.71], [1.71, -1.35, 5.89], [0.40, -1.30, 3.77], [-0.38, -0.16, 3.97], [-0.77, 0.58, 2.88], [-0.46, 0.25, 1.61], [0.26, -0.83, 1.40], [0.73, -1.61, 2.46], [0.33, -0.51, -1.14], [1.02, -0.80, -2.31], [0.71, -0.14, -3.50], [-0.23, 0.89, -3.42], [-0.86, 1.12, -2.22], [-0.62, 0.42, -1.10], [1.32, -0.61, -4.80], [0.97, 0.32, -5.97], [0.74, -2.00, -5.10], [2.85, -0.71, -4.69], [1.80, -4.02, 5.39], [2.51, -3.17, 4.02], [0.96, -4.03, 3.84], [-0.19, -3.32, 6.47], [-1.18, -3.05, 5.03], [-0.94, -1.74, 6.20], [1.97, -1.95, 6.76], [1.21, -0.45, 6.25], [2.63, -1.05, 5.39], [-0.68, 0.16, 4.96], [-1.39, 1.46, 3.00], [1.32, -2.48, 2.23], [1.78, -1.55, -2.31], [-0.47, 1.50, -4.27], [-1.62, 1.89, -2.14], [-0.10, 0.35, -6.14], [1.44, -0.04, -6.88], [1.34, 1.34, -5.79], [-0.35, -1.96, -5.16], [1.02, -2.73, -4.33], [1.12, -2.36, -6.06], [3.29, 0.27, -4.48], [3.26, -1.07, -5.64], [3.16, -1.41, -3.92], [0.58, -1.26, 0.06], [1.06, -2.52, 0.01], [1.42, -3.22, -0.95], [1.90, -4.39, -1.27], [2.33, -5.37, -1.70], [2.84, 4.25, 0.76], [2.28, 3.08, -0.50], [1.93, 4.31, -1.77], [0.94, 2.61, -0.02], [3.69, 4.81, 0.38], [3.14, 3.68, 1.64], [2.01, 4.90, 1.01], [2.86, 4.79, -2.06], [1.22, 5.05, -1.37], [1.49, 3.81, -2.63]], "total_charge": 1, "s_squared": 0.758, "multiplicity": 2, "gap_ev": [8.490, 8.003], "lumo_energy_ev": [-3.0, -3.9], "total_energy_ha": -3303.22104}



Entry 2:
{"formula": "C28H34N10O4", "method": "the ωB97M-V functional and the def2-TZVPD basis", "species": ["O", "N", "O", "C", "C", "C", "C", "C", "C", "H", "H", "H", "H", "H", "O", "N", "O", "C", "C", "C", "C", "C", "C", "H", "H", "H", "H", "H", "C", "C", "N", "H", "H", "H", "C", "C", "N", "H", "H", "H", "C", "C", "N", "H", "H", "H", "C", "C", "N", "H", "H", "H", "C", "C", "N", "H", "H", "H", "C", "C", "N", "H", "H", "H", "C", "C", "N", "H", "H", "H", "C", "C", "N", "H", "H", "H"], "xyz": [[1.55, 4.56, 4.07], [2.40, 3.72, 3.71], [2.67, 2.71, 4.39], [3.25, 4.02, 2.55], [2.79, 4.93, 1.58], [3.52, 5.06, 0.39], [4.82, 4.57, 0.29], [5.25, 3.80, 1.34], [4.49, 3.50, 2.43], [1.84, 5.44, 1.52], [2.93, 5.61, -0.33], [5.44, 4.64, -0.60], [6.27, 3.44, 1.32], [4.92, 3.02, 3.30], [4.34, -4.08, 6.03], [5.14, -3.30, 5.39], [5.00, -2.95, 4.23], [6.38, -2.86, 6.10], [7.61, -2.86, 5.41], [8.80, -2.53, 6.10], [8.70, -2.20, 7.47], [7.49, -2.20, 8.18], [6.36, -2.49, 7.43], [7.66, -3.13, 4.36], [9.76, -2.45, 5.61], [9.58, -1.86, 8.00], [7.31, -2.19, 9.25], [5.42, -2.47, 7.96], [-4.78, 7.44, -3.59], [-4.22, 8.30, -2.54], [-3.74, 8.96, -1.76], [-4.32, 7.85, -4.49], [-5.87, 7.45, -3.66], [-4.55, 6.38, -3.44], [-0.38, -0.26, -1.32], [-0.18, -1.55, -1.98], [0.01, -2.55, -2.51], [-1.14, -0.49, -0.57], [-0.79, 0.38, -2.10], [0.53, 0.18, -0.91], [0.29, -10.74, -6.16], [-0.90, -10.67, -7.09], [-1.81, -10.65, -7.80], [1.17, -11.18, -6.64], [0.03, -11.41, -5.35], [0.57, -9.77, -5.75], [-4.90, -4.97, -6.47], [-4.62, -3.57, -6.74], [-4.41, -2.44, -6.97], [-5.56, -5.04, -5.61], [-3.93, -5.42, -6.26], [-5.22, -5.52, -7.35], [-7.67, 0.48, -2.73], [-8.24, 1.74, -2.18], [-8.72, 2.74, -1.79], [-8.24, 0.23, -3.63], [-7.69, -0.27, -1.94], [-6.64, 0.79, -2.89], [-5.45, 6.23, 4.12], [-5.00, 5.08, 3.28], [-4.62, 4.20, 2.66], [-4.61, 6.63, 4.69], [-6.35, 6.02, 4.69], [-5.75, 7.04, 3.46], [2.29, -0.07, -9.04], [2.57, 0.70, -7.81], [2.86, 1.20, -6.77], [1.87, 0.64, -9.76], [1.51, -0.79, -8.80], [3.20, -0.57, -9.38], [-4.38, -2.01, 5.75], [-5.36, -3.00, 5.37], [-6.17, -3.76, 5.07], [-4.80, -1.10, 5.33], [-3.52, -2.27, 5.13], [-4.10, -2.10, 6.80]], "multiplicity": 1, "gap_ev": 9.446, "lumo_energy_ev": -0.7, "smiles": "O=[N+]([O-])c1ccccc1.O=[N+]([O-])c1ccccc1.CC#N.CC#N.CC#N.CC#N.CC#N.CC#N.CC#N.CC#N", "total_energy_ha": -1935.50264}